Entry from the Open Molecules 2025 dataset: a 5-piece molecular cluster, C35H48F12O13S overall (wB97M-V/def2-TZVPD).

The value obtained for the lowest unoccupied orbital energy is -1.0 eV. As for the total energy: -3937.18821 Eh. Its SMILES is CCSCC1=CC(=O)C(O)=C(CCCCCCCCOC(C)=O)C1=O.CCOC(=O)C(F)(F)F.CCOC(=O)C(F)(F)F.CCOC(=O)C(F)(F)F.CCOC(=O)C(F)(F)F. As for the HOMO energy: -9.1 eV. As for the orbital gap: 8.08 eV.

Structure (ORCA input):
```
! RIJCOSX wB97M-V def2-TZVPD def2/J DEFGRID3
* xyz 0 1
C 4.702 -2.090 -1.825
C 3.768 -0.895 -1.628
S 3.343 -0.153 -3.225
C 3.928 1.562 -3.024
C 2.777 2.511 -2.896
C 2.732 3.519 -2.033
C 1.516 4.379 -2.006
O 1.561 5.567 -1.803
C 0.239 3.641 -2.288
O -0.876 4.059 -1.601
C 0.253 2.648 -3.175
C -0.904 1.802 -3.617
C -2.206 2.546 -3.899
C -3.254 1.647 -4.592
C -4.573 1.625 -3.816
C -4.500 0.722 -2.585
C -5.511 1.107 -1.482
C -4.827 1.462 -0.168
C -4.077 2.790 -0.244
O -4.631 3.729 0.687
C -3.756 4.748 0.985
C -3.750 5.884 0.006
O -3.079 4.704 1.972
C 1.586 2.343 -3.789
O 1.702 2.042 -4.952
H 4.278 -2.749 -2.578
H 5.661 -1.744 -2.197
H 4.829 -2.638 -0.896
H 2.856 -1.221 -1.138
H 4.228 -0.150 -0.985
H 4.493 1.601 -2.099
H 4.584 1.821 -3.849
H 3.545 3.736 -1.355
H -1.045 3.424 -0.895
H -1.056 1.001 -2.891
H -0.594 1.312 -4.540
H -2.640 2.866 -2.954
H -2.010 3.458 -4.456
H -2.850 0.636 -4.626
H -3.426 1.989 -5.609
H -5.385 1.315 -4.469
H -4.774 2.635 -3.460
H -3.493 0.772 -2.164
H -4.642 -0.316 -2.879
H -6.194 0.280 -1.303
H -6.096 1.961 -1.818
H -5.558 1.523 0.634
H -4.125 0.681 0.115
H -4.117 3.206 -1.252
H -3.022 2.631 0.002
H -3.911 6.809 0.549
H -4.506 5.738 -0.756
H -2.774 5.944 -0.472
C -2.096 1.673 3.051
C -0.620 1.987 3.037
O 0.116 1.113 3.926
C 0.410 -0.079 3.444
O 0.145 -0.517 2.363
C 1.225 -0.872 4.486
F 0.694 -0.764 5.707
F 2.480 -0.407 4.524
F 1.262 -2.161 4.151
H -2.491 1.729 4.065
H -2.627 2.394 2.434
H -2.287 0.669 2.670
H -0.428 2.991 3.408
H -0.199 1.907 2.035
C -0.070 -4.355 6.061
C 0.947 -5.377 5.608
O 1.653 -5.951 6.734
C 1.035 -6.930 7.368
O -0.040 -7.394 7.121
C 1.941 -7.470 8.496
F 2.499 -6.476 9.189
F 2.917 -8.215 7.957
F 1.236 -8.231 9.325
H 0.407 -3.585 6.667
H -0.528 -3.883 5.194
H -0.855 -4.818 6.658
H 1.722 -4.916 5.002
H 0.488 -6.174 5.026
C 1.328 -10.965 4.565
C 0.132 -10.055 4.738
O -0.187 -9.370 3.506
C -0.906 -10.049 2.628
O -1.326 -11.162 2.733
C -1.188 -9.157 1.399
F -0.087 -8.507 1.009
F -2.124 -8.250 1.712
F -1.631 -9.893 0.387
H 2.181 -10.404 4.184
H 1.598 -11.405 5.524
H 1.111 -11.771 3.865
H 0.337 -9.261 5.450
H -0.744 -10.599 5.087
C 2.889 5.898 -4.876
C 2.443 6.621 -6.126
O 2.861 8.004 -6.110
C 4.107 8.237 -6.487
O 4.924 7.440 -6.839
C 4.377 9.757 -6.452
F 3.899 10.310 -5.334
F 3.780 10.339 -7.502
F 5.683 9.993 -6.522
H 2.538 6.412 -3.983
H 2.495 4.882 -4.878
H 3.977 5.844 -4.826
H 1.358 6.660 -6.190
H 2.819 6.140 -7.027
*
```